i:
Here is C7H6O in the gas phase from the Open Molecules 2025 dataset. Energies are from ωB97M-V/def2-TZVPD.

Calculated values
Lowest unoccupied orbital energy in eV: 0.5
SMILES: C#CC1=CC=COC1
Net charge: 0

Last column: natural (NBO) charge in e.
Positions of all 14 atoms, in Å:
C1 -3.287 -0.020 0.109  -0.23
C2 -2.037 -0.026 -0.137  -0.01
C3 -0.632 0.002 -0.151  -0.18
C4 0.067 1.100 -0.092  -0.12
C5 1.545 1.208 -0.006  -0.40
C6 2.178 0.019 0.047  0.22
C7 0.182 -1.288 -0.005  -0.07
H1 -4.317 -0.223 0.150  0.24
H2 -0.423 2.064 -0.162  0.21
H3 1.889 2.179 0.165  0.23
H4 3.281 -0.022 0.142  0.19
H5 -0.073 -1.825 0.874  0.19
H6 -0.013 -1.980 -0.873  0.19
O1 1.640 -1.188 -0.061  -0.47


ii:
Here is a molecular structure, C7H6O from the Open Molecules 2025 dataset. Energies are from ωB97M-V/def2-TZVPD.

Calculated values
Lowest unoccupied orbital energy in eV: 0.4
Net charge: 0

Last column: natural (NBO) charge in e.
Positions of all 14 atoms, in Å:
C1 -0.818 0.985 -0.686  -0.43
C2 -1.526 0.843 0.694  -0.18
C3 -0.491 0.180 1.426  -0.20
C4 0.340 -0.370 0.545  -0.17
C5 1.320 -1.268 0.695  0.10
C6 0.928 -0.775 -1.428  0.16
C7 -0.065 -0.220 -0.861  -0.18
H1 -0.007 1.921 -0.716  0.25
H2 -1.666 1.401 -1.709  0.20
H3 -2.543 1.398 0.942  0.24
H4 -0.608 -0.247 2.513  0.23
H5 1.882 -1.400 1.645  0.22
H6 1.435 -0.881 -2.412  0.21
O1 1.819 -1.566 -0.649  -0.45


Winner for stability: i


i:
Here is a molecular structure, C48H39N6O2P2S4Ta from the Open Molecules 2025 dataset. Energies are from ωB97M-V/def2-TZVPD.

Calculated values
Lowest unoccupied orbital energy in eV: -6.3
Net charge: +2

Last column: Mulliken charge in e.
Positions of all 102 atoms, in Å:
Ta1 -1.801 -0.465 0.058  -0.42
C1 -3.482 -1.508 3.010  -1.56
O1 -2.465 -1.816 2.031  1.30
C2 -1.477 -2.670 2.495  -0.37
C3 -1.566 -3.371 3.686  -0.75
C4 -0.528 -4.216 4.049  -1.02
C5 0.579 -4.368 3.230  -0.85
C6 0.661 -3.674 2.036  -0.45
C7 -0.365 -2.810 1.674  0.92
N1 -0.334 -2.039 0.468  1.62
N2 0.687 -2.325 -0.255  -0.80
C8 0.859 -1.908 -1.508  -0.15
C9 -0.244 -1.508 -2.312  0.19
O2 -1.398 -1.302 -1.770  -0.97
C10 -0.135 -1.510 -3.728  -1.10
C11 1.055 -1.808 -4.308  -0.78
C12 2.211 -2.170 -3.548  1.03
C13 3.425 -2.474 -4.188  -1.09
C14 4.526 -2.842 -3.454  -0.91
C15 4.432 -2.926 -2.060  -0.85
C16 3.252 -2.629 -1.413  -0.36
C17 2.125 -2.240 -2.146  0.79
H1 -4.115 -2.384 3.149  0.36
H2 -3.014 -1.213 3.946  0.58
H3 -4.071 -0.688 2.624  0.27
H4 -2.428 -3.279 4.330  0.57
H5 -0.595 -4.764 4.979  0.47
H6 1.381 -5.034 3.519  0.48
H7 1.515 -3.784 1.387  0.51
H8 -1.012 -1.249 -4.305  0.59
H9 1.142 -1.783 -5.388  0.47
H10 3.477 -2.415 -5.268  0.49
H11 5.459 -3.077 -3.947  0.43
H12 5.296 -3.235 -1.486  0.48
H13 3.180 -2.704 -0.337  0.37
S1 -2.405 1.416 -1.638  -0.69
P1 -0.442 1.868 -1.348  1.80
C18 -0.057 0.716 -0.130  0.22
P2 0.410 1.040 1.488  1.50
S2 -1.392 0.756 2.392  -0.77
C19 1.132 2.645 1.873  1.28
C20 2.504 2.855 1.749  -0.81
C21 3.046 4.084 2.089  -0.75
C22 2.228 5.099 2.564  -0.68
C23 0.862 4.891 2.695  -0.79
C24 0.314 3.666 2.350  -0.10
C25 1.574 -0.134 2.193  0.91
C26 1.485 -0.493 3.533  -0.62
C27 2.451 -1.314 4.096  -0.86
C28 3.515 -1.763 3.328  -0.89
C29 3.608 -1.403 1.988  -1.42
C30 2.641 -0.590 1.419  0.10
C31 0.508 1.652 -2.858  0.38
C32 1.833 1.236 -2.763  0.26
C33 2.629 1.199 -3.898  -0.81
C34 2.095 1.557 -5.128  -0.80
C35 0.768 1.960 -5.226  -0.78
C36 -0.026 2.017 -4.092  -0.80
C37 -0.268 3.617 -0.955  1.24
C38 0.991 4.215 -1.026  -0.48
C39 1.128 5.567 -0.763  -0.72
C40 0.011 6.331 -0.446  -0.71
C41 -1.242 5.744 -0.387  -0.83
C42 -1.384 4.387 -0.640  -0.35
H14 3.159 2.061 1.410  0.44
H15 4.113 4.242 1.999  0.47
H16 2.659 6.052 2.844  0.45
H17 0.225 5.679 3.073  0.47
H18 -0.749 3.499 2.470  0.26
H19 0.654 -0.150 4.136  0.49
H20 2.371 -1.598 5.137  0.47
H21 4.278 -2.388 3.773  0.46
H22 4.443 -1.749 1.391  0.60
H23 2.710 -0.319 0.371  0.61
H24 2.239 0.937 -1.801  0.21
H25 3.661 0.881 -3.822  0.52
H26 2.715 1.529 -6.015  0.45
H27 0.355 2.243 -6.185  0.46
H28 -1.056 2.343 -4.168  0.51
H29 1.863 3.632 -1.297  0.39
H30 2.105 6.029 -0.819  0.48
H31 0.120 7.392 -0.258  0.45
H32 -2.113 6.345 -0.160  0.46
H33 -2.366 3.930 -0.631  0.44
N3 -3.944 2.307 1.087  0.00
C43 -4.589 1.193 0.751  0.34
N4 -4.023 0.021 0.424  0.70
C44 -5.025 -0.945 0.239  -0.70
C45 -6.288 -0.505 0.352  -0.35
S3 -6.311 1.165 0.772  -0.20
C46 -4.583 -2.293 -0.048  -0.74
C47 -5.297 -3.434 -0.008  -0.39
S4 -4.290 -4.755 -0.463  -0.21
C48 -2.972 -3.664 -0.701  0.14
N5 -3.256 -2.407 -0.417  0.55
N6 -1.772 -4.135 -1.103  -0.13
H34 -2.938 2.310 1.172  -0.37
H35 -4.453 3.146 1.303  0.26
H36 -7.201 -1.054 0.201  0.52
H37 -6.330 -3.578 0.262  0.50
H38 -1.716 -5.093 -1.407  0.29
H39 -1.151 -3.499 -1.573  0.16


ii:
Here is a molecular structure, C48H39N6O2P2S4Ta from the Open Molecules 2025 dataset. Energies are from ωB97M-V/def2-TZVPD.

Calculated values
Lowest unoccupied orbital energy in eV: -6.1
Net charge: +2

Last column: Mulliken charge in e.
Positions of all 102 atoms, in Å:
Ta1 0.920 0.141 0.234  0.37
C1 0.106 -1.316 3.705  -1.39
O1 1.165 -1.358 2.719  0.58
C2 1.660 -2.634 2.460  0.32
C3 1.643 -3.646 3.402  -0.93
C4 2.165 -4.892 3.083  -0.79
C5 2.696 -5.125 1.827  -0.88
C6 2.730 -4.105 0.893  -0.69
C7 2.241 -2.840 1.209  0.20
N1 2.298 -1.776 0.253  0.97
N2 3.176 -1.997 -0.633  -0.61
C8 3.292 -1.340 -1.812  0.25
C9 2.227 -0.612 -2.361  0.61
O2 1.215 -0.346 -1.561  0.46
C10 2.232 -0.194 -3.701  -1.06
C11 3.336 -0.460 -4.461  -0.99
C12 4.463 -1.159 -3.952  0.46
C13 5.593 -1.410 -4.760  -0.92
C14 6.664 -2.101 -4.260  -0.67
C15 6.642 -2.568 -2.937  -0.74
C16 5.559 -2.334 -2.125  -0.59
C17 4.451 -1.627 -2.619  0.79
H1 -0.457 -2.245 3.687  0.57
H2 0.532 -1.146 4.693  0.34
H3 -0.545 -0.494 3.436  0.20
H4 1.235 -3.476 4.388  0.53
H5 2.145 -5.682 3.821  0.47
H6 3.079 -6.103 1.569  0.45
H7 3.133 -4.281 -0.094  0.58
H8 1.375 0.345 -4.081  0.59
H9 3.368 -0.128 -5.492  0.45
H10 5.596 -1.049 -5.780  0.44
H11 7.529 -2.292 -4.880  0.42
H12 7.490 -3.119 -2.553  0.43
H13 5.549 -2.691 -1.104  0.47
S1 0.401 1.690 2.221  -0.77
P1 -1.397 1.897 1.310  1.77
C18 -1.254 0.797 -0.094  -1.34
P2 -2.062 -0.773 -0.290  2.72
S2 -0.625 -1.906 0.561  -0.62
C19 -3.656 -1.032 0.501  0.81
C20 -4.812 -0.665 -0.190  -0.72
C21 -6.050 -0.856 0.399  -0.76
C22 -6.136 -1.421 1.666  -0.65
C23 -4.986 -1.790 2.350  -0.64
C24 -3.742 -1.594 1.770  -0.38
C25 -2.283 -1.226 -2.012  0.39
C26 -2.876 -2.472 -2.235  -0.79
C27 -3.049 -2.925 -3.529  -0.74
C28 -2.636 -2.141 -4.600  -0.59
C29 -2.043 -0.908 -4.374  -0.88
C30 -1.858 -0.442 -3.079  -0.10
C31 -2.754 1.611 2.458  1.09
C32 -2.512 1.341 3.800  -0.37
C33 -3.577 1.221 4.682  -1.01
C34 -4.876 1.384 4.226  -0.75
C35 -5.116 1.678 2.889  -0.74
C36 -4.060 1.798 2.005  -0.54
C37 -1.604 3.571 0.687  0.91
C38 -2.497 3.819 -0.355  -0.38
C39 -2.708 5.119 -0.779  -0.84
C40 -2.029 6.168 -0.171  -0.68
C41 -1.135 5.919 0.859  -0.83
C42 -0.918 4.619 1.291  -0.54
H14 -4.744 -0.257 -1.191  0.54
H15 -6.950 -0.583 -0.136  0.46
H16 -7.106 -1.583 2.116  0.46
H17 -5.058 -2.240 3.331  0.48
H18 -2.842 -1.886 2.297  0.19
H19 -3.204 -3.083 -1.401  0.44
H20 -3.509 -3.888 -3.705  0.45
H21 -2.778 -2.495 -5.612  0.42
H22 -1.724 -0.299 -5.210  0.49
H23 -1.374 0.510 -2.908  0.38
H24 -1.497 1.255 4.167  0.58
H25 -3.388 1.020 5.728  0.48
H26 -5.704 1.301 4.917  0.45
H27 -6.128 1.825 2.536  0.50
H28 -4.256 2.044 0.970  0.31
H29 -3.009 3.003 -0.851  0.33
H30 -3.401 5.316 -1.586  0.49
H31 -2.196 7.183 -0.506  0.44
H32 -0.603 6.736 1.327  0.47
H33 -0.213 4.423 2.089  0.46
N3 3.813 -0.540 2.591  -0.14
C43 3.959 0.408 1.668  0.16
N4 2.974 0.884 0.897  0.64
C44 3.442 1.990 0.168  -0.66
C45 4.759 2.235 0.272  -0.50
S3 5.489 1.151 1.399  -0.22
C46 2.449 2.738 -0.560  -0.76
C47 2.616 3.972 -1.059  -0.53
S4 1.240 4.432 -1.992  -0.23
C48 0.514 2.834 -1.729  -0.88
N5 1.234 2.104 -0.817  2.31
N6 -0.542 2.433 -2.339  -0.37
H34 2.883 -0.730 2.933  0.06
H35 4.601 -0.801 3.159  0.23
H36 5.335 2.989 -0.236  0.53
H37 3.478 4.608 -0.948  0.51
H38 -0.926 3.143 -2.954  0.21
H39 -1.283 1.423 -1.009  0.07


iii:
Here is a molecular structure, C48H39N6O2P2S4Ta from the Open Molecules 2025 dataset. Energies are from ωB97M-V/def2-TZVPD.

Calculated values
Lowest unoccupied orbital energy in eV: -5.8
Net charge: +2

Last column: Mulliken charge in e.
Positions of all 102 atoms, in Å:
Ta1 0.223 -0.478 1.157  0.82
C1 1.422 -0.859 5.718  -1.26
O1 0.758 -0.229 4.627  -0.10
C2 -0.492 0.241 4.844  0.31
C3 -1.235 0.043 6.000  -0.47
C4 -2.495 0.616 6.117  -0.88
C5 -3.026 1.394 5.102  -0.97
C6 -2.294 1.586 3.941  -0.28
C7 -1.048 0.996 3.808  0.37
N1 -0.306 1.169 2.591  1.38
N2 -0.215 2.374 2.243  -1.31
C8 0.500 2.728 1.119  -0.09
C9 1.594 1.974 0.700  1.42
O2 1.780 0.733 1.172  -0.68
C10 2.582 2.553 -0.128  -0.79
C11 2.396 3.815 -0.611  -1.01
C12 1.242 4.579 -0.299  0.61
C13 1.047 5.867 -0.839  -0.93
C14 -0.058 6.599 -0.500  -0.65
C15 -1.002 6.069 0.397  -0.72
C16 -0.837 4.820 0.938  -0.83
C17 0.290 4.050 0.599  0.73
H1 1.469 -0.194 6.582  0.54
H2 2.430 -1.073 5.372  0.19
H3 0.924 -1.792 5.994  0.47
H4 -0.830 -0.533 6.820  0.51
H5 -3.059 0.462 7.028  0.47
H6 -3.999 1.851 5.213  0.44
H7 -2.681 2.186 3.126  0.43
H8 3.473 1.987 -0.360  0.63
H9 3.147 4.257 -1.256  0.47
H10 1.788 6.266 -1.521  0.47
H11 -0.208 7.588 -0.910  0.45
H12 -1.868 6.659 0.665  0.46
H13 -1.569 4.422 1.628  0.50
S1 0.225 -2.911 0.114  -0.63
P1 0.867 -1.844 -1.484  1.17
C18 0.308 -0.289 -0.971  -0.52
P2 -1.263 0.240 -1.412  2.27
S2 -1.991 0.517 0.470  -0.98
C19 -2.380 -0.855 -2.300  0.97
C20 -3.025 -1.891 -1.625  -0.59
C21 -3.875 -2.740 -2.313  -0.81
C22 -4.082 -2.558 -3.675  -0.64
C23 -3.436 -1.532 -4.350  -0.78
C24 -2.586 -0.678 -3.666  -0.68
C25 -1.255 1.819 -2.260  0.34
C26 -0.060 2.323 -2.758  -0.18
C27 -0.049 3.552 -3.401  -0.68
C28 -1.224 4.276 -3.529  -0.55
C29 -2.420 3.774 -3.026  -0.86
C30 -2.440 2.543 -2.396  -0.58
C31 2.659 -1.866 -1.607  0.53
C32 3.359 -0.666 -1.650  0.34
C33 4.742 -0.677 -1.776  -0.82
C34 5.418 -1.886 -1.848  -0.64
C35 4.715 -3.087 -1.812  -0.78
C36 3.335 -3.081 -1.700  -0.61
C37 0.296 -2.450 -3.071  1.22
C38 0.704 -1.757 -4.211  -0.60
C39 0.329 -2.217 -5.461  -0.75
C40 -0.437 -3.372 -5.572  -0.60
C41 -0.835 -4.062 -4.438  -0.79
C42 -0.472 -3.602 -3.181  -0.26
H14 -2.863 -2.032 -0.564  0.14
H15 -4.382 -3.538 -1.788  0.47
H16 -4.755 -3.216 -4.210  0.44
H17 -3.600 -1.390 -5.410  0.47
H18 -2.093 0.127 -4.197  0.56
H19 0.856 1.760 -2.624  0.30
H20 0.878 3.947 -3.797  0.47
H21 -1.213 5.238 -4.026  0.43
H22 -3.334 4.343 -3.128  0.45
H23 -3.373 2.149 -2.009  0.47
H24 2.804 0.264 -1.609  0.31
H25 5.291 0.256 -1.833  0.48
H26 6.495 -1.898 -1.950  0.44
H27 5.245 -4.027 -1.884  0.47
H28 2.790 -4.018 -1.683  0.43
H29 1.323 -0.870 -4.126  0.30
H30 0.644 -1.685 -6.349  0.47
H31 -0.719 -3.736 -6.552  0.44
H32 -1.428 -4.963 -4.529  0.48
H33 -0.790 -4.132 -2.291  0.43
N3 -3.362 -1.243 2.564  0.09
C43 -2.301 -1.936 2.985  -0.27
N4 -1.024 -1.779 2.630  0.76
C44 -0.248 -2.732 3.307  -0.71
C45 -0.905 -3.553 4.145  -0.27
S3 -2.584 -3.199 4.130  -0.25
C46 1.184 -2.718 3.097  -0.93
C47 2.082 -3.595 3.578  -0.13
S4 3.675 -3.121 3.131  -0.25
C48 3.030 -1.747 2.303  0.05
N5 1.699 -1.661 2.351  0.96
N6 3.859 -0.906 1.689  -0.06
H34 -3.313 -0.653 1.749  -0.09
H35 -4.274 -1.490 2.908  0.26
H36 -0.499 -4.330 4.768  0.49
H37 1.906 -4.480 4.164  0.50
H38 4.845 -1.096 1.658  0.24
H39 3.483 -0.091 1.233  -0.04


Winner for stability: iii


i:
Here is a gas-phase ion, C6H14NS (charge -1) from the Open Molecules 2025 dataset. Energies are from ωB97M-V/def2-TZVPD.

Calculated values
Lowest unoccupied orbital energy in eV: 3.2
SMILES: CCN(C)CCC[S-]
Net charge: -1

Last column: natural (NBO) charge in e.
Positions of all 22 atoms, in Å:
C1 0.216 0.957 0.012  -0.42
C2 -0.423 2.073 0.807  -0.53
S1 0.611 3.537 1.179  -0.73
C3 -0.412 -0.466 0.230  -0.23
N1 -0.235 -1.253 -1.002  -0.44
C4 -1.062 -2.456 -0.930  -0.21
C5 -0.521 -3.736 -0.213  -0.65
C6 1.169 -1.591 -1.192  -0.43
H1 0.084 1.145 -1.057  0.20
H2 1.284 0.905 0.254  0.20
H3 -0.764 1.719 1.776  0.17
H4 -1.318 2.430 0.270  0.17
H5 -0.035 -0.994 1.108  0.16
H6 -1.471 -0.178 0.266  0.19
H7 -1.237 -2.801 -1.963  0.17
H8 -2.094 -2.280 -0.638  0.20
H9 0.407 -3.589 0.328  0.21
H10 -1.298 -4.098 0.454  0.21
H11 -0.205 -4.463 -0.949  0.20
H12 1.638 -0.854 -1.837  0.21
H13 1.682 -1.838 -0.253  0.17
H14 1.294 -2.507 -1.790  0.18


ii:
Here is a gas-phase ion, C6H14NS (charge -1) from the Open Molecules 2025 dataset. Energies are from ωB97M-V/def2-TZVPD.

Calculated values
Lowest unoccupied orbital energy in eV: 3.6
SMILES: CC(C)CNCC[S-]
Net charge: -1

Last column: natural (NBO) charge in e.
Positions of all 22 atoms, in Å:
C1 2.268 0.267 0.605  -0.23
C2 2.907 -0.639 -0.439  -0.53
S1 2.560 -0.109 -2.163  -0.74
N1 0.857 -0.038 0.934  -0.64
C3 -0.120 0.597 0.013  -0.23
C4 -1.524 0.194 0.395  -0.24
C5 -2.498 1.117 -0.348  -0.61
C6 -1.760 -1.286 0.039  -0.62
H1 2.339 1.307 0.302  0.19
H2 2.774 0.133 1.565  0.16
H3 3.984 -0.691 -0.276  0.18
H4 2.448 -1.621 -0.296  0.17
H5 0.724 -1.041 0.832  0.33
H6 0.127 0.473 -1.048  0.23
H7 0.001 1.670 0.230  0.17
H8 -1.580 0.352 1.469  0.19
H9 -2.065 1.514 -1.276  0.21
H10 -2.681 2.013 0.268  0.20
H11 -3.494 0.766 -0.646  0.19
H12 -1.115 -1.514 -0.815  0.22
H13 -2.793 -1.545 -0.184  0.20
H14 -1.362 -1.918 0.840  0.20


Winner for stability: ii